{"formula": "C25H45As2CaN4O3S3SeSi2", "method": "ωB97M-V/def2-TZVPD", "homo_energy_ev": -3.5, "relative_energy_kcal_mol": 15.60, "total_charge": -1, "elements": ["Ca", "C", "O", "C", "C", "C", "C", "C", "C", "O", "C", "O", "C", "H", "H", "H", "H", "H", "H", "H", "H", "H", "C", "Si", "C", "C", "As", "Si", "C", "C", "C", "H", "H", "H", "H", "H", "H", "H", "H", "H", "H", "H", "H", "H", "H", "H", "H", "H", "H", "Se", "C", "N", "C", "As", "C", "C", "S", "H", "H", "H", "H", "H", "H", "H", "H", "H", "S", "C", "N", "C", "C", "S", "H", "H", "H", "H", "H", "N", "C", "C", "C", "N", "H", "H", "H", "H"], "positions_angstrom": [[-0.3710, 0.6604, 0.7443], [-3.6373, 5.7585, -3.0340], [-4.4732, 4.6296, -3.1773], [-4.0711, 3.4741, -2.5752], [-4.9653, 2.3938, -2.6989], [-4.6414, 1.2084, -2.0974], [-3.4505, 1.0045, -1.3674], [-3.2111, -0.2582, -0.6899], [-4.0351, -1.4909, -0.9862], [-2.3133, -0.4281, 0.1427], [-2.5121, 2.0938, -1.2901], [-1.3586, 2.0114, -0.7592], [-2.8876, 3.3333, -1.8981], [-4.1447, 6.5784, -3.5366], [-2.6621, 5.5944, -3.5019], [-3.4874, 6.0109, -1.9813], [-5.8935, 2.5306, -3.2353], [-5.3575, 0.4035, -2.1731], [-4.9747, -1.3266, -1.5013], [-4.2086, -2.0147, -0.0480], [-3.4075, -2.1387, -1.6038], [-2.1767, 4.1395, -1.7858], [3.8187, -3.9442, -0.0868], [2.9318, -2.5977, -1.0843], [2.7173, -3.3368, -2.8163], [4.2219, -1.2328, -1.3188], [0.9349, -1.8613, -0.2156], [0.0746, -3.8901, 0.4776], [0.9277, -4.6066, 2.0134], [-1.7345, -3.6998, 0.9846], [0.1250, -5.2538, -0.8406], [4.7894, -4.1428, -0.5534], [3.2605, -4.8816, -0.0622], [3.9932, -3.6297, 0.9442], [3.6816, -3.6561, -3.2267], [2.2839, -2.5939, -3.4901], [2.0489, -4.1993, -2.7992], [5.1623, -1.6950, -1.6367], [4.4035, -0.6775, -0.3988], [3.9098, -0.5187, -2.0818], [0.5979, -4.0407, 2.8900], [2.0162, -4.5632, 1.9652], [0.6303, -5.6496, 2.1641], [-1.9743, -2.6874, 1.3087], [-1.9519, -4.3737, 1.8176], [-2.4066, -3.9556, 0.1613], [1.1368, -5.6293, -1.0107], [-0.2592, -4.8850, -1.7938], [-0.4954, -6.0978, -0.5219], [-0.9592, -0.8458, 4.8275], [-2.5370, -1.7737, 4.7101], [-3.5325, -2.3621, 4.6567], [0.5888, 4.9919, 4.3023], [0.7950, 3.2420, 3.5031], [1.4002, 2.1632, 4.9818], [2.2175, 3.5544, 2.2345], [-1.0489, 2.6942, 2.6743], [1.5080, 5.2949, 4.8047], [-0.2281, 4.9414, 5.0195], [0.3365, 5.7040, 3.5193], [2.4829, 2.2390, 5.0753], [1.1039, 1.1322, 4.8221], [0.9114, 2.5409, 5.8783], [3.1825, 3.4954, 2.7365], [2.0664, 4.5529, 1.8267], [2.1646, 2.8263, 1.4325], [1.8012, 1.4808, -1.3653], [0.7279, 1.2424, -2.6087], [0.3309, 2.2348, -3.4130], [-0.7566, 1.9765, -4.3411], [-0.6770, 0.4842, -4.6166], [-0.0306, -0.2705, -3.0786], [0.5789, 3.1686, -3.1254], [-0.6162, 2.5626, -5.2505], [-1.7132, 2.2455, -3.8862], [-0.0004, 0.2628, -5.4419], [-1.6561, 0.0612, -4.8293], [1.6688, -0.6983, 3.0295], [2.7457, -1.4846, 3.0777], [3.7444, -0.8465, 2.3713], [3.1442, 0.3302, 1.9162], [1.8780, 0.4241, 2.3206], [0.7423, -0.9143, 3.4179], [2.7101, -2.4312, 3.5895], [4.7461, -1.1933, 2.1893], [3.5755, 1.1062, 1.3040]], "lowdin_charge": [0.8967, -0.0935, -0.0827, -0.2967, -0.0315, -0.0377, -0.0924, -0.3711, 0.0040, -0.1409, -0.3735, -0.2718, 0.0198, 0.0877, 0.0887, 0.0954, 0.1069, 0.0954, 0.0564, 0.0898, 0.0966, 0.1095, -0.2358, 0.1326, -0.2401, -0.2444, 0.6303, 0.1545, -0.2363, -0.2308, -0.2486, 0.0198, 0.0070, 0.0050, 0.0191, -0.0001, 0.0018, 0.0207, -0.0089, -0.0085, 0.0159, -0.0092, 0.0224, -0.0011, 0.0282, 0.0140, 0.0031, 0.0144, 0.0184, 0.4279, -0.9411, -0.0241, -0.2819, 0.6636, -0.2525, -0.2546, 0.0863, 0.0344, 0.0320, 0.0295, 0.0400, -0.0410, 0.0389, 0.0407, 0.0360, -0.0241, 0.5618, -1.1225, -0.0607, -0.2235, -0.4075, 0.8766, 0.1288, 0.1176, 0.0989, 0.0731, 0.0755, -0.0692, -0.1160, -0.0870, -0.2154, -0.0656, -0.0745, 0.1191, 0.0939, 0.0881]}

***

{"formula": "C25H45BClF4NO10S", "method": "ωB97M-V/def2-TZVPD", "smiles": "O=C(F)NC(=O)B(CCCCS(=O)(=O)Cl)C(F)(F)F.CC(C)=O.CC(C)=O.CC(C)=O.CC(C)=O.CC(C)=O.CC(C)=O", "homo_energy_ev": -8.8, "elements": ["O", "C", "F", "N", "C", "O", "B", "C", "C", "C", "C", "S", "O", "O", "Cl", "C", "F", "F", "F", "H", "H", "H", "H", "H", "H", "H", "H", "H", "C", "C", "O", "C", "H", "H", "H", "H", "H", "H", "C", "C", "O", "C", "H", "H", "H", "H", "H", "H", "C", "C", "O", "C", "H", "H", "H", "H", "H", "H", "C", "C", "O", "C", "H", "H", "H", "H", "H", "H", "C", "C", "O", "C", "H", "H", "H", "H", "H", "H", "C", "C", "O", "C", "H", "H", "H", "H", "H", "H"], "positions_angstrom": [[2.0195, 1.6477, 0.4780], [2.7788, 2.1846, 1.3086], [3.6832, 1.4505, 2.1480], [2.6999, 3.6410, 1.4648], [1.4472, 4.0720, 2.1411], [1.4608, 4.0669, 3.4137], [0.0962, 4.5958, 1.3565], [-1.2897, 4.5468, 2.1831], [-2.6127, 4.2949, 1.2994], [-3.1689, 2.7849, 1.3376], [-2.3738, 1.8857, 0.2612], [-1.6141, 0.3593, 0.9799], [-2.6275, -0.7242, 1.2309], [-0.4932, -0.0875, 0.0868], [-0.7241, 0.7563, 2.8562], [0.3033, 5.1428, -0.1646], [0.4063, 3.9939, -1.0197], [1.5872, 5.8014, -0.2754], [-0.6543, 6.0895, -0.6055], [3.4939, 3.9192, 2.0771], [-1.2029, 3.6403, 2.9015], [-1.3840, 5.4645, 2.8858], [-3.4502, 4.9505, 1.7601], [-2.5319, 4.6055, 0.2035], [-3.2203, 2.3331, 2.3892], [-4.2638, 2.8314, 0.9675], [-1.5738, 2.5122, -0.2816], [-3.1078, 1.5384, -0.5647], [-8.1313, 3.1988, 2.9363], [-6.8720, 2.3754, 2.9869], [-6.2359, 2.1297, 1.9777], [-6.4297, 1.8684, 4.3322], [-8.3284, 3.4960, 1.9038], [-8.9760, 2.6086, 3.2980], [-8.0108, 4.0990, 3.5431], [-7.1990, 1.2188, 4.7561], [-6.2342, 2.7103, 4.9994], [-5.5092, 1.2917, 4.2172], [-5.0177, 5.8860, 7.3751], [-5.4879, 5.7646, 5.9503], [-5.3255, 4.7375, 5.3158], [-6.1667, 6.9617, 5.3398], [-4.5482, 4.9490, 7.6824], [-4.2822, 6.6892, 7.4566], [-5.8678, 6.0833, 8.0316], [-5.4823, 7.8128, 5.3310], [-7.0679, 7.2069, 5.9058], [-6.4516, 6.7309, 4.3108], [-1.1378, -1.1279, -4.0031], [-2.3690, -1.1045, -3.1385], [-3.0741, -0.1115, -3.0664], [-2.6974, -2.3528, -2.3660], [-1.0257, -0.1621, -4.5000], [-0.2549, -1.3086, -3.3868], [-1.2328, -1.9036, -4.7649], [-1.8835, -2.5882, -1.6768], [-2.8629, -3.1838, -3.0553], [-3.6098, -2.1906, -1.7877], [2.6192, -3.4385, -5.4087], [2.2259, -2.1403, -6.0605], [1.1338, -1.6382, -5.8635], [3.2355, -1.4856, -6.9660], [1.7957, -3.7945, -4.7853], [2.8294, -4.1896, -6.1730], [3.4960, -3.2867, -4.7763], [3.4732, -2.1500, -7.7995], [4.1401, -1.2468, -6.4027], [2.8167, -0.5591, -7.3651], [5.1594, -5.7902, -1.3988], [5.1155, -4.7090, -2.4446], [5.0076, -4.9768, -3.6286], [5.2099, -3.2820, -1.9714], [5.0819, -6.7645, -1.8823], [6.1056, -5.7439, -0.8561], [4.3204, -5.6738, -0.7088], [6.1584, -3.1243, -1.4535], [4.3737, -3.0547, -1.3068], [5.1653, -2.6108, -2.8322], [8.3063, -10.0874, -1.1108], [7.9118, -8.7898, -1.7647], [6.8200, -8.2888, -1.5680], [8.9201, -8.1354, -2.6714], [7.4836, -10.4430, -0.4868], [8.5168, -10.8394, -1.8744], [9.1838, -9.9337, -0.4790], [9.1580, -8.8008, -3.5042], [9.8249, -7.8949, -2.1090], [8.5002, -7.2099, -3.0717]], "lowdin_charge": [0.0988, -0.3433, 0.0441, 0.1210, -0.2262, 0.0795, -0.0347, -0.0952, -0.1940, -0.2162, -0.2201, 0.4506, -0.3868, -0.3987, 0.3555, -0.3161, 0.0664, 0.0384, 0.0696, 0.1427, 0.0942, 0.1427, 0.1220, 0.1125, 0.1092, 0.1051, 0.1096, 0.1337, -0.0191, -0.4858, 0.0465, -0.0188, 0.0836, 0.0859, 0.0762, 0.0871, 0.0537, 0.0862, -0.0208, -0.4904, 0.0473, -0.0218, 0.0856, 0.0875, 0.0876, 0.0874, 0.0880, 0.0812, -0.0385, -0.4998, 0.0400, -0.0243, 0.0852, 0.0871, 0.0794, 0.0857, 0.0831, 0.0827, -0.0171, -0.4882, 0.0507, -0.0241, 0.0868, 0.0920, 0.0613, 0.0849, 0.0845, 0.0819, -0.0326, -0.4947, 0.0479, -0.0247, 0.0651, 0.0835, 0.0891, 0.0849, 0.0888, 0.0750, -0.0245, -0.4882, 0.0542, -0.0198, 0.0837, 0.0860, 0.0855, 0.0869, 0.0859, 0.0834]}